C33H68AlF3IN3NaO19S3Si2 | the ωB97M-V functional and the def2-TZVPD basis

Results
Total charge ... -1
HOMO energy ... -3.824 eV

Each line ends with the Löwdin charge.
Positions of all 134 atoms, in Å:
C -4.9914 7.2144 1.1159  0.00
C -5.5336 5.9614 1.5320  -0.05
C -5.9299 4.3919 1.9516  -0.19
C -7.3662 3.9718 1.2938  -0.17
C -7.4812 2.4265 0.7646  -0.17
N -6.1942 1.8074 0.2733  -0.08
C -6.1139 0.4507 0.9310  -0.12
C -5.6730 0.4564 2.5085  -0.16
O -5.6592 1.5020 3.3370  0.05
O -5.2925 -0.8613 3.1030  -0.02
C -3.9447 -1.2667 2.6709  -0.23
C -2.5317 -0.8987 3.4299  0.01
O -3.8373 -2.0519 1.5644  -0.01
C -6.0919 1.7520 -1.2332  -0.29
C -7.1610 0.7573 -1.9756  -0.13
C -6.7597 0.4124 -3.5622  -0.25
C -7.8553 -0.5706 -4.3026  -0.63
I -8.5230 0.2890 -6.2449  0.66
C -4.5026 1.4253 -1.5922  -0.10
C -3.9306 2.2179 -2.9040  -0.15
C -2.4209 1.5642 -3.2080  -0.36
C -2.4722 -0.0057 -3.6751  -0.12
C -1.4435 1.8789 -1.9293  -0.11
C -6.3650 3.2729 -1.8745  -0.35
O -7.2541 3.5134 -2.8599  -0.11
O -5.6445 4.4900 -1.3724  -0.27
H -4.2547 8.0360 0.6959  0.01
H -5.9934 4.3875 3.1314  0.11
H -5.0198 3.7191 1.6582  0.11
H -7.6525 4.7696 0.4827  0.12
H -8.1803 4.0895 2.1591  0.12
H -8.3309 2.4278 -0.0742  0.13
H -7.9626 1.8079 1.6654  0.13
H -5.3890 -0.3167 0.3857  0.13
H -7.1865 -0.0719 0.8868  0.08
H -2.0225 0.0052 2.8777  0.09
H -1.7583 -1.8035 3.3690  0.11
H -2.6427 -0.6528 4.5724  0.10
H -7.3148 -0.2858 -1.4680  0.04
H -8.2493 1.2433 -2.0475  0.12
H -5.7539 -0.2234 -3.4797  0.11
H -6.5933 1.3729 -4.2107  0.09
H -8.8217 -0.7654 -3.6532  -0.02
H -7.4129 -1.6517 -4.5488  0.07
H -4.4616 0.2408 -1.7347  0.12
H -3.9013 1.6536 -0.6108  0.13
H -3.7082 3.3756 -2.7162  0.12
H -4.5410 2.0685 -3.8908  0.11
H -1.9955 2.1825 -4.1275  0.13
H -2.3044 -0.7491 -2.7593  0.08
H -1.5283 -0.1735 -4.3852  0.10
H -3.4257 -0.2938 -4.2893  0.06
H -1.1789 0.9378 -1.2686  0.07
H -0.4294 2.4309 -2.2327  0.09
H -1.9841 2.6437 -1.1890  0.06
O -3.1907 7.3574 -1.6055  0.30
H -3.5806 6.4584 -1.4572  0.18
H -2.7389 7.4155 -2.4856  0.21
H -2.5809 7.6138 -0.8677  0.19
O -9.0907 -0.2933 -0.0913  -0.23
H -9.3377 -0.9615 0.5656  0.07
H -9.9332 0.1195 -0.3336  -0.27
N 0.9833 -3.4294 -0.2049  -0.30
S -0.1201 -2.4201 0.2750  0.52
O -0.4656 -1.3237 -0.6241  -0.32
O -0.1957 -2.1255 1.7007  -0.33
F -1.4174 -3.3462 0.1063  -0.21
S 2.4073 -2.7636 -0.2177  0.51
O 3.4108 -3.5325 -0.9537  -0.31
O 2.9013 -2.1660 1.0166  -0.32
F 2.2327 -1.4964 -1.1709  -0.19
Na -6.8786 -1.3508 -0.2281  0.51
Al -11.0574 -0.3793 -1.5505  0.88
C 10.0022 -6.3430 3.9359  -0.21
Si 8.7156 -5.6745 2.7220  0.28
C 8.5552 -6.9377 1.3450  -0.19
C 9.4147 -4.0894 2.0050  -0.19
N 7.2248 -5.4234 3.5871  -0.13
Si 5.8111 -4.8100 2.7734  0.29
C 5.2116 -5.9432 1.4062  -0.17
C 6.0665 -3.0926 2.0656  -0.16
C 4.4077 -4.6799 4.0343  -0.19
H 10.9533 -6.5088 3.4209  0.01
H 10.1725 -5.6320 4.7498  0.02
H 9.6739 -7.2947 4.3646  0.02
H 9.5465 -7.2316 0.9862  0.02
H 8.0061 -6.5361 0.4905  0.01
H 8.0445 -7.8386 1.6982  0.03
H 9.4266 -3.2928 2.7544  0.02
H 8.8393 -3.7484 1.1396  0.02
H 10.4433 -4.2504 1.6680  0.02
H 5.8655 -5.9024 0.5307  0.02
H 4.2119 -5.6409 1.0781  0.03
H 5.1542 -6.9801 1.7524  0.03
H 6.5173 -2.4268 2.8072  0.03
H 5.1057 -2.6623 1.7668  0.01
H 6.7036 -3.1114 1.1785  0.02
H 4.6821 -4.0043 4.8506  0.02
H 4.1751 -5.6627 4.4573  0.02
H 3.5056 -4.2909 3.5536  0.02
O 1.6232 0.3793 1.5573  -0.27
S 1.4557 1.8169 1.5530  0.62
O 1.3103 2.5701 0.3253  -0.29
O 2.6416 2.4925 2.4431  -0.27
C 3.9908 2.1740 2.1361  -0.27
C 4.4799 2.9464 0.9254  -0.07
C 0.1065 2.2335 2.6283  -0.13
H 4.1147 1.0953 1.9945  0.12
H 4.5920 2.4566 3.0065  0.12
H 3.9675 2.6169 0.0163  0.07
H 5.5539 2.7989 0.7804  0.08
H 4.2789 4.0163 1.0397  0.08
H 0.2398 1.7154 3.5793  0.07
H -0.8196 1.9078 2.1501  0.06
H 0.0902 3.3153 2.7725  0.07
O -2.8513 3.6151 -8.6718  -0.08
C -3.3011 2.8614 -7.6580  -0.34
C -2.1770 1.7988 -7.2475  -0.31
O -2.6359 1.0288 -6.2500  -0.12
H -4.2171 2.2722 -7.8406  0.12
H -3.5672 3.3864 -6.7238  0.10
H -1.2688 2.3931 -7.0429  0.09
H -1.8916 1.2876 -8.1839  0.11
F -0.5425 3.5899 -7.8177  -0.50
C 12.1804 -0.9261 2.8285  -0.14
C 12.4590 -0.6946 1.3788  -0.14
O 11.2326 -0.1865 0.8888  0.06
C 10.5737 0.3557 1.9544  -0.51
O 9.5620 1.0315 1.8673  0.13
O 11.1948 0.0440 3.1293  0.06
H 13.0679 -0.7830 3.4511  0.13
H 11.7670 -1.9216 3.0213  0.13
H 13.2417 0.0542 1.2177  0.13
H 12.7343 -1.6146 0.8559  0.14

=====

C30H31Br3N2O6S | the ωB97M-V functional and the def2-TZVPD basis

Results
HOMO energy ... -9.661 eV
Structure (SMILES) ... C#C[C@]1(CN)C(=O)N[C@](CCC)(S(C)(=O)=O)[C@@]1(CC(=O)Br)[C@H](Br)[C@H](C)Br.O=C1c2ccccc2C(=O)c2ccccc21

Each line ends with the Löwdin charge.
Positions of all 73 atoms, in Å:
C 0.9763 0.1437 3.8045  0.14
C 0.0893 0.6070 3.0999  -0.09
C -1.0757 1.0917 2.1233  -0.20
C -2.3211 0.6513 2.9946  -0.22
N -3.4286 -0.0860 2.3453  0.01
C -0.7312 0.1263 0.8594  -0.34
O -0.7097 -1.0898 0.8808  0.10
N -0.5169 0.9840 -0.2873  0.06
C -1.2219 2.3081 -0.1417  -0.35
C -2.6936 1.8186 -0.5549  -0.17
C -2.8311 0.6119 -1.5671  -0.22
C -2.1088 0.6973 -2.9680  -0.12
S -0.7804 3.5361 -1.4248  0.72
C -1.9896 3.9835 -2.7173  -0.17
O 0.4193 3.0061 -2.1610  -0.36
O -0.3201 4.8663 -0.9091  -0.39
C -0.8987 2.5531 1.4481  -0.24
C 0.6965 2.8065 1.4114  -0.12
C 1.3805 3.5613 2.6106  -0.74
O 1.7850 3.1261 3.6512  0.00
Br 1.7278 5.5379 2.3970  0.65
C -1.5830 3.8169 2.1155  -0.55
Br -1.4827 3.8564 4.1353  0.79
C -3.0468 4.3021 1.8465  -0.70
C -4.2935 3.3426 1.9701  -0.16
Br -3.3559 5.3846 0.1712  0.74
H 1.7802 -0.0512 4.5494  0.07
H -1.9568 -0.1241 3.7570  0.13
H -2.7912 1.4255 3.6645  0.08
H -4.1752 0.5091 1.9885  0.05
H -3.1291 -0.8125 1.6967  0.07
H 0.4501 1.0135 -0.6241  0.14
H -3.4193 2.6609 -0.8164  0.08
H -3.1440 1.4224 0.4211  0.09
H -2.5415 -0.3901 -1.1027  0.10
H -3.9511 0.5004 -1.7844  0.13
H -2.1415 -0.3482 -3.4318  0.09
H -2.5782 1.3893 -3.7276  0.07
H -0.9960 0.9164 -2.8406  0.07
H -1.4514 4.0034 -3.7215  0.10
H -2.3707 5.0422 -2.5531  0.06
H -2.8900 3.3241 -2.8402  0.06
H 1.0397 3.4468 0.5249  0.10
H 1.3172 1.8672 1.2256  0.14
H -0.9188 4.7033 1.8248  0.07
H -3.2436 5.1123 2.6314  0.06
H -5.1753 4.0237 2.2414  0.09
H -4.2717 2.5746 2.7896  0.06
H -4.6421 2.8723 0.9917  0.06
C 5.5203 -6.8869 0.5462  -0.06
C 5.9830 -7.0305 -0.7596  -0.06
C 5.4400 -6.2597 -1.7786  0.00
C 4.4230 -5.3499 -1.4979  -0.08
C 3.9428 -5.2236 -0.1939  -0.08
C 4.5023 -5.9864 0.8293  0.00
C 2.8269 -4.2949 0.1114  -0.28
O 2.4108 -4.1820 1.2493  0.11
C 2.2220 -3.5137 -0.9943  -0.08
C 1.1353 -2.6796 -0.7344  0.01
C 0.5712 -1.9344 -1.7623  -0.05
C 1.0956 -2.0117 -3.0507  -0.05
C 2.1743 -2.8452 -3.3147  0.00
C 2.7340 -3.6054 -2.2899  -0.09
C 3.8624 -4.5187 -2.5904  -0.28
O 4.3184 -4.5900 -3.7171  0.10
H 5.9515 -7.4831 1.3431  0.11
H 6.7696 -7.7433 -0.9816  0.11
H 5.8075 -6.3717 -2.7928  0.12
H 4.1421 -5.8825 1.8468  0.12
H 0.7249 -2.6125 0.2650  0.10
H -0.2772 -1.2904 -1.5595  0.07
H 0.6586 -1.4235 -3.8509  0.10
H 2.5753 -2.9051 -4.3205  0.12

=====

C7H13N3O2 | the ωB97M-V functional and the def2-TZVPD basis

Results
Spin multiplicity ... 3
ΔE to the lowest compared entry with this formula, charge and spin ... 0.00 kcal/mol
HOMO energy (alpha / beta) ... -7.987 / -8.925 eV
<S²> ... 2.02

Each line ends with the natural charge from an NBO analysis.
Positions of all 25 atoms, in Å:
C -1.6698 0.3250 0.3151  0.81
C 0.2290 1.5320 -0.2905  0.07
C 0.6248 -0.3349 -0.0946  0.25
C 1.7425 -0.6421 0.8148  -0.69
C 0.7833 -0.8607 -1.4473  -0.68
C -1.8531 2.6697 -0.0170  -0.44
C -0.8271 -1.8774 1.2109  -0.40
N 0.8107 2.1405 0.7295  0.02
N -1.1573 1.4471 -0.2731  -0.48
N -0.6489 -0.6648 0.5086  -0.51
O -2.8062 0.1105 0.6199  -0.62
O 2.0383 2.3003 0.5776  -0.19
H 0.7289 1.5219 -1.1964  0.20
H 2.3332 0.2613 0.8386  0.25
H 2.2546 -1.5094 0.5248  0.22
H 1.4114 -0.7256 1.8689  0.23
H -0.0207 -0.8864 -2.2044  0.24
H 1.0369 -1.9335 -1.3031  0.21
H 1.6874 -0.5329 -1.8755  0.22
H -2.3843 3.0607 -0.9671  0.20
H -2.7301 2.3855 0.6430  0.24
H -1.2888 3.5645 0.5180  0.22
H -1.7314 -2.3915 0.9586  0.22
H -0.0044 -2.5353 0.9226  0.20
H -0.8024 -1.6935 2.3068  0.19

=====

C31H50BrN8OReSi4 | the ωB97M-V functional and the def2-TZVPD basis

Results
Spin multiplicity ... 2
ΔE to the lowest compared entry with this formula, charge and spin ... 0.00 kcal/mol
Total charge ... +1
HOMO energy (alpha / beta) ... -10.712 / -10.722 eV
<S²> ... 0.76

Each line ends with the Löwdin charge.
Positions of all 96 atoms, in Å:
Re -0.3738 0.2806 0.2238  1.61
C 0.6083 -0.7253 3.7339  -0.04
C -0.7951 -0.3019 3.4877  -0.33
C -1.7182 -0.2302 4.5086  -0.03
C -3.0333 0.1207 4.2155  -0.03
C -3.4151 0.4023 2.9239  -0.01
C -2.4345 0.3534 1.9206  -0.45
N -1.1598 -0.0091 2.2264  -0.02
N -2.5040 0.6335 0.5992  -0.17
Si -4.0131 0.9274 -0.2807  0.42
C -4.3426 2.7747 -0.2118  -0.17
C -3.7964 0.3840 -2.0515  -0.17
C -5.4954 0.0126 0.3924  -0.16
H 0.6221 -1.6817 4.2580  0.09
H 1.1456 0.0069 4.3406  0.10
H 1.1194 -0.8464 2.7882  0.01
H -1.4153 -0.4775 5.5158  0.12
H -3.7661 0.1698 5.0109  0.12
H -4.4272 0.6848 2.6898  0.09
H -3.6636 3.3415 -0.8569  0.02
H -4.2442 3.1584 0.8077  0.03
H -5.3570 3.0020 -0.5471  0.04
H -3.2157 1.0725 -2.6672  -0.04
H -4.7838 0.3302 -2.5174  0.05
H -3.3563 -0.6133 -2.0956  0.02
H -5.9276 0.4325 1.2993  0.03
H -5.3005 -1.0458 0.5649  0.02
H -6.2693 0.0696 -0.3781  0.04
C 2.5164 2.1951 -1.5366  -0.15
Si 2.2148 0.3498 -1.8298  0.47
C 3.5959 -0.2922 -2.9145  -0.15
C 0.6605 0.4140 -2.9124  -0.36
C 1.7155 -0.5711 -0.2773  -0.53
Si 1.9316 -2.4793 -0.4266  0.43
C 1.2828 -3.3718 1.0983  -0.18
C 3.7570 -2.9424 -0.5662  -0.17
C 1.1802 -3.4171 -1.8789  -0.18
Si 3.0315 -0.0628 0.9529  0.46
C 4.7418 0.4382 0.3398  -0.17
C 3.5403 -1.1686 2.3988  -0.16
C 2.1995 1.4518 1.7449  -0.27
C 2.8867 2.3154 2.5983  -0.04
C 2.2216 3.2965 3.3037  -0.03
C 0.8424 3.3853 3.1599  -0.02
C 0.2160 2.5229 2.2916  -0.14
N 0.8693 1.5915 1.5659  -0.09
H 2.7994 2.6765 -2.4757  0.04
H 3.3077 2.4170 -0.8234  0.02
H 1.6172 2.6961 -1.1764  0.01
H 3.7270 0.3907 -3.7590  0.04
H 3.3688 -1.2799 -3.3179  0.04
H 4.5514 -0.3494 -2.3945  0.03
H 1.0786 2.3094 -3.8639  0.09
H -1.3147 0.9256 -2.3198  0.02
H 1.3904 0.8754 -4.8175  0.14
H 2.0967 -3.8547 1.6418  0.05
H 0.5824 -4.1572 0.8050  0.04
H 0.7558 -2.7166 1.7891  -0.03
H 4.3574 -2.6515 0.2975  0.01
H 4.2475 -2.5695 -1.4613  0.02
H 3.7920 -4.0350 -0.6114  0.05
H 0.0918 -3.4880 -1.8423  0.03
H 1.5635 -4.4368 -1.7745  0.05
H 1.4908 -3.0691 -2.8653  0.03
H 5.2263 -0.4370 -0.0976  0.04
H 5.3382 0.7075 1.2169  0.04
H 4.8148 1.2532 -0.3760  0.02
H 4.5030 -1.6262 2.1621  0.04
H 2.8609 -1.9592 2.6867  0.01
H 3.7011 -0.5301 3.2729  0.05
H 3.9561 2.1899 2.7112  0.11
H 2.7539 3.9657 3.9666  0.12
H 0.2561 4.1069 3.7106  0.12
H -0.8598 2.5574 2.1787  0.11
N -0.7262 2.4202 -0.3495  0.02
H -0.1437 3.1662 0.0177  0.07
H -1.6715 2.5473 0.0124  0.04
H -0.7812 2.5465 -1.3597  0.01
O -0.9993 -1.5524 -0.1445  -0.38
N -2.2274 -2.0706 -0.1346  0.06
C -2.5080 -2.8089 0.8722  -0.26
C -1.6946 -3.0422 2.0381  -0.13
N -1.0626 -3.2117 2.9813  0.24
C -3.7950 -3.4600 0.8421  -0.15
N -4.8198 -3.9763 0.8413  0.20
Br -1.6792 2.9528 -3.9845  0.76
C 0.6808 1.3276 -4.1157  -0.19
C -0.6407 1.4937 -4.8509  -0.59
C -1.4454 0.2412 -4.9181  -0.12
C -1.2586 -0.7705 -4.0768  -0.01
C -0.2998 -0.7136 -2.9470  -0.21
N -0.5171 0.3892 -1.9850  -0.07
H -0.4699 1.8839 -5.8499  0.10
H -2.1852 0.1670 -5.7049  0.12
H -1.8358 -1.6797 -4.1907  0.13
H -0.0649 -1.6423 -2.4687  0.07

=====

| no. | E (hartree) |
| --- | --- |
| 1 | -5666.529291 |
| 2 | -9842.741188 |
| 3 | -589.105290 |
| 4 | -5534.704566 |